Entry 1:
Computed, not measured: a structure of composition C51H51N4O5P2RbS2 at a distorted geometry, with ωB97M-V with the def2-TZVPD basis set.

Computed properties:
Kohn-Sham gap	5.633	eV
HOMO level	-1.9	eV
energy above the lowest of the compared OMol25 structures with the same formula, charge and spin	387.40	kJ/mol
LUMO energy	0.1358	Ha
net charge	-2

```
116
C51H51N4O5P2RbS2, DFT ωB97M-V with the def2-TZVPD basis set
Rb 0.415 -0.468 -0.916
O -4.139 -3.071 -1.930
C -3.089 -2.258 -2.206
O -2.977 -1.190 -1.667
C -2.147 -2.796 -3.210
C -2.587 -3.639 -4.225
C -1.677 -3.986 -5.213
C -0.401 -3.465 -5.144
C -0.035 -2.667 -4.054
N -0.898 -2.345 -3.111
C 1.433 -2.108 -3.985
O 2.093 -2.304 -5.014
O 1.750 -1.549 -2.935
H -4.661 -2.658 -1.219
H -3.612 -3.983 -4.236
H -1.974 -4.628 -6.036
H 0.352 -3.644 -5.899
C -0.990 -3.382 0.408
P -1.388 -2.497 1.989
C -1.686 -3.932 3.115
C -2.138 -5.188 2.727
C -2.390 -6.172 3.666
C -2.178 -5.925 5.011
C -1.690 -4.692 5.410
C -1.452 -3.707 4.468
C -3.131 -2.062 1.604
C -3.309 -0.813 1.009
C -4.554 -0.417 0.551
C -5.638 -1.278 0.662
C -5.476 -2.517 1.270
C -4.237 -2.894 1.755
C 0.473 -3.651 0.515
C 1.223 -4.807 0.400
C 2.568 -4.416 0.538
C 2.546 -3.051 0.731
C 3.580 -1.978 0.824
P 2.594 -0.701 1.736
C 3.418 0.912 1.469
C 3.119 1.869 2.531
C 2.925 3.184 2.415
C 2.969 3.955 1.145
C 3.671 2.618 -0.380
C 3.758 1.257 0.209
C 3.237 -1.273 3.357
C 2.504 -2.256 4.016
C 2.994 -2.839 5.170
C 4.220 -2.447 5.684
C 4.956 -1.471 5.030
C 4.470 -0.889 3.874
N 1.278 -2.591 0.750
H -1.186 -2.676 -0.404
H -1.597 -4.278 0.253
H -2.309 -5.413 1.685
H -2.760 -7.137 3.346
H -2.382 -6.695 5.745
H -1.496 -4.501 6.458
H -1.080 -2.740 4.778
H -2.445 -0.172 0.877
H -4.669 0.542 0.064
H -6.612 -0.995 0.287
H -6.316 -3.197 1.373
H -4.136 -3.848 2.253
H 0.858 -5.806 0.219
H 3.430 -5.058 0.488
H 3.841 -1.625 -0.176
H 4.494 -2.248 1.367
H 3.032 1.428 3.520
H 2.714 3.768 3.302
H 2.652 4.987 1.302
H 3.896 2.605 -1.448
H 3.933 0.471 -0.517
H 1.559 -2.569 3.593
H 2.427 -3.611 5.672
H 4.606 -2.903 6.588
H 5.925 -1.178 5.418
H 5.054 -0.142 3.349
C -1.154 6.945 -3.686
C -0.649 5.864 -4.647
N -1.370 4.629 -4.467
C -2.495 4.351 -5.320
C -2.135 3.385 -6.451
C -1.140 3.864 -3.346
S -2.221 2.627 -3.003
N -0.070 4.248 -2.652
C 0.428 3.507 -1.657
O -0.013 2.452 -1.185
C 1.722 4.049 -1.105
C 2.371 5.093 -1.655
C 3.709 5.530 -1.335
C 4.578 4.972 -0.479
C 4.311 3.793 0.389
C 2.282 3.217 -0.017
H -0.664 7.901 -3.868
H -0.942 6.625 -2.669
H -2.230 7.074 -3.794
H 0.408 5.680 -4.447
H -0.767 6.187 -5.687
H -2.878 5.290 -5.735
H -3.269 3.885 -4.701
H -1.327 3.783 -7.063
H -3.005 3.209 -7.082
H -1.813 2.437 -6.029
H 1.865 5.633 -2.446
H 4.051 6.393 -1.903
H 5.560 5.422 -0.382
H 5.177 3.544 1.008
H 1.548 2.470 0.291
C -1.491 3.090 1.541
S -0.534 1.968 2.595
C -1.901 1.302 3.596
H -2.424 2.610 1.261
H -0.907 3.264 0.644
H -1.677 4.021 2.072
H -2.266 2.068 4.277
H -1.500 0.458 4.146
H -2.695 0.964 2.937
```


Entry 2:
Computed, not measured: a structure of composition C51H51N8SbSeTi at a distorted geometry, with ωB97M-V with the def2-TZVPD basis set.

Computed properties:
Kohn-Sham gap (alpha / beta)	4.088 / 4.336	eV
HOMO level (alpha / beta)	-4.8 / -5.0	eV
energy above the lowest of the compared OMol25 structures with the same formula, charge and spin	224.09	kJ/mol
LUMO energy (alpha / beta)	-0.0247 / -0.0234	Ha

```
113
C51H51N8SbSeTi, DFT ωB97M-V with the def2-TZVPD basis set
Ti 0.123 0.085 0.271
C -0.796 -4.754 2.923
C -0.049 -3.599 2.663
N -0.515 -2.542 2.035
C -1.808 -2.547 1.657
C -2.630 -3.702 1.799
C -2.079 -4.822 2.452
C -3.943 -3.700 1.297
C -4.435 -2.570 0.694
C -3.671 -1.406 0.628
C -2.371 -1.340 1.122
N -1.623 -0.182 1.108
C -2.214 1.015 1.429
C -3.462 1.202 2.036
C -3.925 2.478 2.333
C -3.184 3.603 2.046
C -1.894 3.474 1.501
C -1.032 4.556 1.212
C 0.237 4.304 0.725
C 0.658 2.996 0.532
N -0.143 1.945 0.772
C -1.410 2.173 1.218
H -0.349 -5.573 3.463
H 0.989 -3.559 2.970
H -2.684 -5.710 2.566
H -4.541 -4.594 1.398
H -5.428 -2.573 0.267
H -4.105 -0.518 0.190
H -4.064 0.348 2.305
H -4.896 2.579 2.800
H -3.573 4.586 2.258
H -1.379 5.562 1.372
H 0.913 5.112 0.497
H 1.661 2.760 0.181
Se 2.994 5.110 -4.443
N 3.588 3.523 -3.885
C 2.596 2.900 -3.271
C 2.692 1.574 -2.741
C 3.795 0.752 -2.928
C 3.723 -0.573 -2.518
C 2.598 -0.995 -1.826
N 1.576 -0.214 -1.514
C 1.550 1.042 -2.059
C 0.313 1.725 -2.041
N -0.766 1.069 -1.504
C -1.945 1.680 -1.569
C -2.133 2.966 -2.071
C -1.046 3.658 -2.576
C 0.199 3.031 -2.607
C 1.357 3.617 -3.205
N 1.368 4.814 -3.777
H 4.672 1.136 -3.427
H 4.518 -1.273 -2.724
H 2.518 -2.028 -1.513
H -2.794 1.112 -1.203
H -3.120 3.403 -2.058
H -1.140 4.666 -2.949
C 0.303 -2.487 -3.424
Sb -0.772 -2.092 -1.585
C -1.532 -4.132 -1.495
C -2.474 -1.414 -2.744
H -0.382 -2.902 -4.156
H 1.110 -3.191 -3.254
H 0.724 -1.565 -3.809
H -1.612 -4.547 -2.493
H -2.511 -4.143 -1.029
H -0.859 -4.747 -0.904
H -2.806 -2.229 -3.383
H -2.164 -0.572 -3.358
H -3.291 -1.109 -2.100
C 6.169 0.010 0.373
C 4.875 -0.724 0.566
C 4.796 -2.099 0.372
C 3.586 -2.765 0.518
C 3.442 -4.228 0.211
C 2.467 -2.047 0.910
C 2.522 -0.670 1.158
C 3.745 -0.018 0.954
N 1.381 -0.024 1.646
C 1.473 0.382 3.056
C 2.331 -0.643 3.823
C 2.410 -0.309 5.307
C 3.038 1.072 5.470
C 2.165 2.106 4.762
C 0.769 2.093 5.378
C 0.154 0.707 5.188
C 1.008 -0.333 5.906
C 0.074 0.389 3.692
C 2.074 1.786 3.268
H 6.952 -0.663 0.032
H 6.494 0.464 1.310
H 6.049 0.807 -0.360
H 5.684 -2.649 0.092
H 4.408 -4.718 0.129
H 2.910 -4.356 -0.735
H 2.855 -4.722 0.983
H 1.510 -2.541 1.026
H 3.815 1.054 1.085
H 3.340 -0.669 3.410
H 1.884 -1.627 3.685
H 3.036 -1.057 5.807
H 4.039 1.070 5.032
H 3.128 1.326 6.528
H 2.607 3.102 4.881
H 0.141 2.848 4.898
H 0.837 2.323 6.444
H -0.862 0.699 5.602
H 0.569 -1.325 5.778
H 1.048 -0.113 6.975
H -0.536 1.156 3.212
H -0.393 -0.585 3.520
H 3.069 1.849 2.827
H 1.440 2.529 2.779
```


Entry 3:
Computed, not measured: a structure of composition C51H53BrN4O3SSc at a distorted geometry, with ωB97M-V with the def2-TZVPD basis set.

Computed properties:
Kohn-Sham gap	8.169	eV
HOMO level	-10.5	eV
LUMO energy	-0.0860	Ha
net charge	+1

```
114
C51H53BrN4O3SSc, DFT ωB97M-V with the def2-TZVPD basis set
Sc 0.189 -0.063 -0.050
O 1.657 -1.039 -0.775
C 3.030 -0.759 -0.811
C 3.258 0.726 -0.406
C 2.492 1.695 -1.268
C 3.169 2.548 -2.122
C 2.449 3.412 -2.929
C 1.071 3.388 -2.870
C 0.432 2.512 -1.996
C -1.090 2.508 -2.066
C -1.928 1.663 -1.088
O -1.398 0.371 -1.031
C -3.349 1.581 -1.661
C -4.231 2.654 -1.607
C -5.507 2.545 -2.141
C -5.923 1.362 -2.739
C -5.044 0.290 -2.806
C -3.769 0.404 -2.265
C -2.005 2.258 0.321
C -1.356 3.422 0.706
C -1.439 3.878 2.017
C -2.173 3.176 2.955
C -2.830 2.009 2.579
C -2.743 1.558 1.276
N 1.139 1.698 -1.197
C 3.681 -1.739 0.166
C 3.731 -3.086 -0.194
C 4.179 -4.047 0.694
C 4.591 -3.678 1.971
C 4.547 -2.344 2.339
C 4.090 -1.380 1.444
C 3.576 -0.915 -2.231
C 4.921 -1.193 -2.458
C 5.428 -1.239 -3.749
C 4.598 -1.002 -4.836
C 3.261 -0.704 -4.620
C 2.759 -0.657 -3.325
H 4.321 0.959 -0.468
H 2.933 0.866 0.624
H 4.249 2.517 -2.157
H 2.958 4.086 -3.606
H 0.475 4.034 -3.500
H -1.341 2.163 -3.074
H -1.430 3.546 -2.027
H -3.927 3.575 -1.123
H -6.185 3.387 -2.088
H -6.917 1.283 -3.159
H -5.348 -0.624 -3.309
H -3.048 -0.400 -2.318
H -0.756 3.980 -0.002
H -0.914 4.780 2.303
H -2.233 3.530 3.975
H -3.414 1.458 3.307
H -3.257 0.650 0.977
H 3.417 -3.377 -1.190
H 4.223 -5.086 0.390
H 4.955 -4.425 2.664
H 4.872 -2.041 3.326
H 4.049 -0.351 1.771
H 5.578 -1.387 -1.618
H 6.475 -1.465 -3.905
H 4.994 -1.041 -5.842
H 2.608 -0.497 -5.459
H 1.727 -0.378 -3.156
N -4.133 -2.829 -1.046
C -2.744 -3.191 -1.522
C -2.639 -3.022 -3.028
C -1.157 -3.162 -3.400
N -0.448 -2.091 -2.702
C -0.643 -4.537 -2.966
C -0.917 -4.881 -1.492
N -0.050 -4.204 -0.529
C -2.392 -4.612 -1.133
H -4.344 -1.849 -1.277
H -4.185 -2.943 -0.027
H -4.844 -3.426 -1.471
H -2.089 -2.482 -1.013
H -3.008 -2.049 -3.357
H -3.229 -3.791 -3.538
H -1.073 -3.091 -4.491
H -0.779 -1.177 -2.993
H 0.554 -2.125 -2.852
H 0.432 -4.603 -3.152
H -1.120 -5.285 -3.607
H -0.760 -5.954 -1.364
H 0.811 -4.718 -0.386
H 0.211 -3.273 -0.844
H -2.524 -4.781 -0.062
H -3.039 -5.309 -1.681
O -0.767 -1.629 1.107
S -0.282 -2.722 2.045
C -1.803 -3.610 2.338
C -3.014 -2.942 2.209
C -4.196 -3.643 2.415
C -4.157 -4.999 2.726
C -2.939 -5.651 2.849
C -1.751 -4.955 2.658
C -0.057 -2.005 3.651
C 1.141 -2.309 4.274
C 1.405 -1.763 5.524
C 0.481 -0.917 6.114
C -0.711 -0.605 5.465
C -0.987 -1.148 4.226
H -3.010 -1.885 1.963
H -5.148 -3.127 2.365
H -5.079 -5.543 2.886
H -2.911 -6.704 3.095
H -0.796 -5.458 2.743
H 1.870 -2.940 3.777
H 2.337 -1.987 6.025
H 0.693 -0.483 7.082
H -1.414 0.077 5.923
H -1.891 -0.879 3.696
Br 0.910 0.981 2.192
```


Entry 4:
Computed, not measured: a structure of composition C51H55I2N3O5P2Y at a distorted geometry, with ωB97M-V with the def2-TZVPD basis set.

Computed properties:
Kohn-Sham gap	5.788	eV
HOMO level	-9.5	eV
energy above the lowest of the compared OMol25 structures with the same formula, charge and spin	106.71	kJ/mol
LUMO energy	-0.1370	Ha
net charge	+1

```
119
C51H55I2N3O5P2Y, DFT ωB97M-V with the def2-TZVPD basis set
Y 0.229 -0.021 0.034
C -0.150 1.459 3.266
P 1.130 0.231 2.726
C 2.761 0.903 3.184
C 3.774 0.017 3.550
C 5.086 0.436 3.632
C 5.414 1.749 3.335
C 4.414 2.648 3.001
C 3.097 2.229 2.924
C 0.830 -1.045 4.000
C 1.287 -0.892 5.308
C 1.030 -1.875 6.247
C 0.299 -3.000 5.899
C -0.192 -3.137 4.610
C 0.077 -2.164 3.662
C -1.417 1.185 2.496
C -2.697 1.569 2.828
C -3.557 1.022 1.857
C -2.764 0.318 0.978
C -3.236 -0.522 -0.172
P -1.992 -0.681 -1.553
C -3.165 -0.483 -2.948
C -4.195 -1.412 -3.082
C -5.136 -1.269 -4.085
C -5.064 -0.197 -4.963
C -4.065 0.748 -4.812
C -3.123 0.609 -3.807
C -1.635 -2.478 -1.541
C -1.604 -3.291 -2.668
C -1.171 -4.603 -2.567
C -0.738 -5.109 -1.353
C -0.778 -4.310 -0.221
C -1.230 -3.006 -0.313
N -1.443 0.414 1.349
H 0.220 2.476 3.099
H -0.334 1.341 4.341
H 3.521 -1.007 3.781
H 5.858 -0.263 3.917
H 6.442 2.074 3.371
H 4.657 3.680 2.797
H 2.329 2.946 2.668
H 1.846 -0.009 5.588
H 1.401 -1.761 7.255
H 0.109 -3.767 6.634
H -0.777 -4.006 4.348
H -0.281 -2.263 2.645
H -2.986 2.173 3.668
H -4.625 1.134 1.818
H -4.140 -0.067 -0.588
H -3.506 -1.527 0.176
H -4.255 -2.246 -2.395
H -5.928 -1.997 -4.181
H -5.784 -0.101 -5.762
H -4.008 1.592 -5.483
H -2.351 1.354 -3.698
H -1.942 -2.919 -3.624
H -1.186 -5.240 -3.438
H -0.378 -6.125 -1.287
H -0.469 -4.710 0.733
H -1.284 -2.379 0.576
C 4.496 -3.942 3.891
O 5.069 -3.817 2.610
C 4.370 -3.268 1.604
C 5.083 -3.164 0.388
C 4.495 -2.629 -0.715
C 3.181 -2.102 -0.682
C 2.560 -1.525 -1.832
C 3.033 -1.950 -3.195
O 1.595 -0.708 -1.780
C 2.453 -2.192 0.555
O 1.232 -1.791 0.657
C 3.075 -2.805 1.667
H 5.231 -4.472 4.495
H 3.566 -4.513 3.856
H 4.312 -2.960 4.334
H 6.103 -3.506 0.379
H 5.084 -2.562 -1.616
H 3.936 -2.544 -3.177
H 3.163 -1.082 -3.838
H 2.234 -2.561 -3.615
H 2.490 -2.870 2.571
I 0.117 -0.609 -4.537
I -1.442 -1.080 -6.668
C -0.565 3.881 -3.392
C -1.152 3.244 -2.145
O -0.498 2.008 -1.820
H -1.013 4.854 -3.564
H -0.755 3.268 -4.270
H 0.509 4.008 -3.283
H -2.224 3.058 -2.278
H -1.028 3.910 -1.290
H -0.173 1.641 -2.658
C 7.662 3.537 -1.515
C 6.530 3.624 -2.532
N 5.256 3.108 -2.033
C 4.859 1.779 -2.441
C 5.547 0.702 -1.601
C 4.630 3.878 -1.118
O 5.104 4.936 -0.739
C 3.250 3.528 -0.611
C 2.425 4.637 -0.399
C 1.169 4.466 0.152
C 0.742 3.178 0.428
N 1.507 2.102 0.219
C 2.751 2.285 -0.235
H 8.559 3.979 -1.939
H 7.878 2.510 -1.238
H 7.391 4.096 -0.626
H 6.780 3.075 -3.441
H 6.374 4.676 -2.784
H 5.130 1.650 -3.494
H 3.772 1.689 -2.370
H 6.603 0.645 -1.843
H 5.095 -0.264 -1.794
H 5.457 0.928 -0.541
H 2.806 5.615 -0.649
H 0.536 5.316 0.353
H -0.247 2.995 0.832
H 3.363 1.391 -0.254
```